# 1
97
Properties=species:S:1:pos:R:3:forces:R:3:lowdin_charge:R:1 method="wB97M-V/def2-TZVPD" total_charge=+2 e_tot_ha=-5556.6527 max_force_ha_per_bohr=0.046 e_lumo_ev=-6.2 gap_ev=6.21 relative_energy_kcal_mol=0.0
In 0.260 0.386 0.146 0.53 -0.58 -0.39 0.614
C 2.835 0.530 2.376 -0.27 0.57 -1.21 -0.208
P 1.083 1.141 2.480 0.20 -0.37 -0.06 1.053
C 0.345 0.246 3.874 1.12 0.70 -0.46 -0.376
C 1.036 -0.030 5.062 0.13 0.97 -0.21 -0.070
C 0.455 -0.789 6.044 -0.41 -0.85 -0.28 -0.038
C -0.783 -1.407 5.768 0.60 0.60 0.23 -0.038
C -1.451 -1.101 4.610 0.68 0.42 -0.44 -0.056
C -0.892 -0.261 3.646 -1.01 -0.72 0.47 -0.131
C 1.015 2.925 2.735 0.77 1.04 0.05 -0.359
C -0.112 3.516 3.338 0.81 -0.13 -0.23 -0.079
C -0.146 4.882 3.610 0.54 0.05 -0.82 -0.048
C 0.930 5.696 3.215 -0.46 -1.37 0.43 -0.060
C 2.050 5.117 2.638 0.33 0.63 -0.48 -0.072
C 2.095 3.747 2.348 0.26 0.09 0.26 -0.090
C 3.287 0.154 0.959 -0.90 0.63 -0.32 -0.366
C 4.521 0.037 0.394 1.40 -0.66 0.66 -0.051
C 4.379 -0.481 -0.940 -1.00 0.73 1.04 -0.018
C 3.010 -0.574 -1.151 0.85 0.37 1.51 -0.422
C 2.260 -1.238 -2.228 -0.79 -0.44 -1.30 -0.249
P 0.496 -0.657 -2.352 0.13 0.46 0.11 1.081
C -0.618 -1.917 -3.042 0.89 0.61 0.12 -0.352
C -1.979 -1.645 -3.208 -0.19 0.66 -0.22 -0.147
C -2.804 -2.623 -3.690 -0.94 -1.22 -0.89 -0.073
C -2.313 -3.918 -3.924 -0.38 0.63 -0.20 -0.047
C -0.958 -4.154 -3.751 0.03 -1.27 0.19 -0.062
C -0.078 -3.155 -3.362 -0.58 0.10 0.58 -0.072
C 0.540 0.762 -3.466 -0.52 -0.22 -0.10 -0.355
C -0.571 1.123 -4.227 -0.02 0.83 0.13 -0.065
C -0.662 2.415 -4.755 0.85 -1.07 0.51 -0.051
C 0.383 3.307 -4.572 -0.04 -0.31 -0.11 -0.057
C 1.531 2.902 -3.883 0.12 0.43 -0.05 -0.076
C 1.614 1.632 -3.328 0.02 0.02 -0.24 -0.114
N 2.363 -0.174 0.001 -1.00 -0.02 -0.12 -0.081
H 2.801 -0.340 2.990 0.11 -0.81 0.56 0.074
H 3.496 1.243 2.847 0.31 0.21 0.10 0.092
H 1.992 0.461 5.194 0.11 -0.22 0.26 0.118
H 0.970 -1.002 6.969 0.05 0.07 0.06 0.117
H -1.212 -2.106 6.458 -0.12 -0.12 0.31 0.113
H -2.372 -1.539 4.383 -1.36 -0.68 -0.09 0.095
H -1.422 -0.070 2.723 -0.09 -0.01 -0.02 0.070
H -0.897 2.830 3.585 -0.61 0.07 0.43 0.097
H -0.988 5.365 4.071 -0.33 -0.17 0.19 0.108
H 0.886 6.743 3.422 0.10 0.49 0.05 0.107
H 2.883 5.808 2.401 -0.41 -0.83 0.00 0.125
H 3.013 3.363 1.866 -0.68 -0.01 0.37 0.118
H 5.428 0.116 1.010 -0.24 0.14 -0.74 0.117
H 5.168 -0.712 -1.612 0.41 -0.21 -0.42 0.099
H 2.166 -2.308 -2.051 0.13 -0.21 0.24 0.051
H 2.780 -1.158 -3.196 -0.32 0.13 0.21 0.125
H -2.440 -0.666 -3.048 0.50 -0.28 0.26 0.113
H -3.858 -2.444 -3.969 0.67 0.17 0.52 0.131
H -3.031 -4.671 -4.287 0.72 0.22 0.30 0.126
H -0.602 -5.181 -3.816 0.09 0.23 -0.37 0.117
H 0.980 -3.332 -3.179 -0.32 -0.27 -0.32 0.098
H -1.403 0.460 -4.395 0.05 -0.20 0.04 0.086
H -1.530 2.661 -5.315 -0.52 0.38 -0.44 0.105
H 0.269 4.271 -5.044 0.37 0.27 0.21 0.113
H 2.349 3.605 -3.723 -0.13 -0.20 -0.27 0.119
H 2.494 1.271 -2.793 -0.08 0.45 -0.06 0.105
Br -6.518 -3.119 0.371 -0.01 0.34 -0.04 0.803
C -5.176 -1.793 0.271 -0.15 0.36 0.26 -0.656
C -3.954 -2.163 -0.293 -1.09 0.69 0.41 -0.116
C -2.934 -1.270 -0.278 1.16 1.17 -0.01 -0.049
C -3.095 0.023 0.261 0.86 -0.94 -0.52 -0.257
C -4.282 0.378 0.828 -1.20 -0.27 0.19 -0.020
C -5.359 -0.510 0.807 0.50 -0.87 0.07 -0.070
N -2.007 0.938 0.130 0.44 -1.59 0.15 0.044
C -2.208 2.161 -0.027 -0.55 2.29 -0.38 -0.042
C -1.098 3.115 -0.340 0.11 -1.38 -0.02 -0.198
C -1.380 4.453 -0.552 -0.29 -1.51 0.26 0.009
C -0.371 5.246 -0.996 1.19 0.88 0.35 -0.005
C 0.890 4.681 -1.116 1.25 0.52 -0.48 -0.009
C 1.146 3.336 -0.861 -1.70 0.52 0.34 -0.105
N 0.137 2.542 -0.505 -1.08 1.01 0.17 0.039
H -3.855 -3.086 -0.794 0.16 -1.00 -0.25 0.095
H -1.988 -1.553 -0.733 -0.20 0.18 0.13 0.065
H -4.405 1.317 1.328 -0.07 0.44 0.11 0.117
H -6.286 -0.243 1.287 -0.16 0.01 -0.02 0.113
H -3.239 2.589 -0.029 0.77 -0.30 -0.03 0.159
H -2.364 4.828 -0.375 -0.50 0.14 0.04 0.128
H -0.572 6.311 -1.090 0.39 -0.20 -0.38 0.137
H 1.765 5.257 -1.430 -0.49 0.11 0.13 0.133
H 2.117 2.904 -0.921 0.58 -0.21 -0.09 0.123
N -0.127 -1.738 0.957 0.13 -0.54 0.11 0.179
C 0.276 -2.806 0.789 -0.49 1.17 0.00 -0.070
C 0.741 -4.084 0.448 -0.08 -0.72 -0.37 -0.222
C 2.047 -4.235 0.007 0.79 -0.23 -0.42 -0.015
C 2.491 -5.505 -0.373 0.20 0.48 0.33 -0.041
C 1.643 -6.594 -0.278 -1.40 1.20 0.79 -0.026
C 0.303 -6.426 0.150 0.30 0.18 -0.21 -0.027
C -0.161 -5.160 0.472 0.83 -0.34 0.39 -0.010
H 2.746 -3.392 -0.059 -0.39 -0.21 0.22 0.126
H 3.539 -5.632 -0.646 -0.35 -0.03 -0.06 0.124
H 2.021 -7.556 -0.427 0.42 -1.35 -0.45 0.100
H -0.387 -7.262 0.271 0.41 0.09 -0.17 0.122
H -1.138 -5.012 0.891 -0.39 0.01 -0.10 0.120


# 2
103
Properties=species:S:1:pos:R:3:forces:R:3:lowdin_charge:R:1 method="wB97M-V/def2-TZVPD" total_charge=-2 e_tot_ha=-8099.1541 max_force_ha_per_bohr=0.067 e_lumo_ev=3.2 gap_ev=4.49 relative_energy_kcal_mol=0.0
Pb 0.516 0.854 0.288 0.24 0.28 0.19 1.349
O -0.422 0.026 2.060 0.30 -2.22 0.59 -0.466
C -0.334 -1.321 2.639 -1.21 1.56 0.17 -0.424
C -1.067 -2.362 1.747 1.96 0.74 0.51 -0.065
C -0.469 -2.598 0.381 -1.14 -1.31 -0.62 -0.233
C -0.877 -3.870 -0.149 0.84 1.15 -1.15 -0.021
C -0.606 -4.164 -1.494 -0.10 0.31 0.80 -0.060
C 0.017 -3.163 -2.239 -0.05 0.45 0.07 -0.041
C 0.312 -1.916 -1.684 0.36 0.41 0.38 -0.217
C 0.910 -0.802 -2.556 0.54 -0.21 0.64 -0.090
C -0.084 0.423 -2.759 -1.52 0.21 0.15 -0.503
O -0.787 0.800 -1.614 0.68 -0.62 -0.58 -0.396
C 0.689 1.673 -3.298 0.36 -0.09 0.18 -0.134
C 0.086 2.785 -3.931 -0.88 -1.51 0.04 -0.020
C 0.834 3.861 -4.361 0.44 -0.74 0.56 -0.094
C 2.212 3.859 -4.142 0.49 0.69 -0.22 -0.112
C 2.847 2.774 -3.558 -0.25 0.45 -0.08 -0.084
C 2.062 1.740 -3.081 0.37 -0.46 -0.31 -0.068
C -1.085 -0.112 -3.857 0.36 -0.43 0.28 -0.125
C -0.547 -0.313 -5.133 -1.19 0.42 -0.14 -0.069
C -1.372 -0.642 -6.200 0.47 -0.44 0.15 -0.098
C -2.704 -0.959 -5.933 0.16 -0.44 -1.83 -0.135
C -3.229 -0.916 -4.671 -0.59 0.54 0.69 -0.097
C -2.427 -0.492 -3.628 1.15 1.09 0.11 -0.002
N 0.113 -1.635 -0.350 -0.03 -1.31 -1.08 0.110
C 1.085 -1.677 3.063 0.41 -0.04 -0.91 -0.174
C 1.837 -0.728 3.732 0.77 1.51 0.88 -0.020
C 3.136 -1.000 4.204 -0.44 -0.80 -0.23 -0.055
C 3.749 -2.241 3.938 -1.17 0.31 -0.21 -0.100
C 3.010 -3.180 3.192 0.29 0.37 -0.06 -0.132
C 1.709 -2.887 2.767 -0.01 -0.20 0.08 -0.044
C -1.161 -1.198 3.950 -0.53 0.61 0.35 -0.134
C -2.271 -0.330 3.926 0.81 -0.78 -1.35 -0.048
C -2.892 0.030 5.084 -1.45 1.62 0.25 -0.096
C -2.486 -0.418 6.331 0.16 -0.77 0.29 -0.112
C -1.498 -1.395 6.365 -0.04 0.36 -0.26 -0.113
C -0.845 -1.757 5.187 0.60 -0.91 -0.08 -0.054
H -1.208 -3.301 2.308 0.12 0.28 -0.37 0.130
H -2.022 -1.947 1.516 -1.01 0.45 0.15 0.112
H -1.477 -4.483 0.502 0.11 -0.36 -0.05 0.099
H -0.895 -5.106 -1.987 0.11 0.47 0.45 0.104
H 0.233 -3.298 -3.289 -0.07 -0.06 -0.07 0.103
H 1.863 -0.460 -2.057 -1.07 -0.57 -0.33 0.056
H 1.182 -1.205 -3.564 -0.09 0.21 0.94 0.118
H -0.999 2.712 -4.130 0.64 0.24 0.14 0.130
H 0.357 4.656 -4.888 -0.20 0.58 -0.11 0.086
H 2.785 4.756 -4.385 -0.06 -0.32 -0.25 0.092
H 3.935 2.690 -3.488 -0.39 0.35 0.22 0.103
H 2.608 0.952 -2.578 -0.14 0.10 -0.08 0.051
H 0.480 -0.106 -5.325 0.68 0.28 -0.04 0.102
H -0.924 -0.680 -7.215 -0.61 -0.10 0.67 0.100
H -3.292 -1.284 -6.785 -0.30 0.14 0.08 0.086
H -4.304 -1.013 -4.441 0.63 -0.39 -0.42 0.112
H -2.894 -0.311 -2.683 0.15 0.04 0.70 0.103
H 1.442 0.309 3.901 0.19 -1.15 -0.21 0.124
H 3.647 -0.275 4.832 -0.04 0.09 -0.33 0.102
H 4.739 -2.451 4.324 -0.02 -0.07 -0.15 0.087
H 3.457 -4.120 2.856 -0.07 0.14 0.34 0.088
H 1.169 -3.622 2.178 0.09 -0.05 0.05 0.103
H -2.624 0.038 2.947 0.25 0.02 0.85 -0.009
H -3.703 0.785 4.974 0.53 -0.68 0.31 0.117
H -2.954 -0.094 7.259 0.00 0.07 -0.27 0.090
H -1.172 -1.847 7.293 -0.06 0.03 0.09 0.085
H -0.074 -2.541 5.286 -0.19 0.60 -0.25 0.114
S 4.062 0.045 -0.115 0.11 -0.66 -0.20 0.577
C 4.445 -1.537 -0.584 0.61 0.32 -0.55 -0.860
N 5.208 -1.782 -1.689 -0.18 1.11 -0.89 -0.020
C 5.757 -3.065 -2.150 -0.57 0.42 -0.33 -0.180
C 4.922 -4.231 -1.586 0.16 0.22 -0.23 -0.179
C 4.526 -3.963 -0.149 -0.48 -1.34 1.63 -0.209
N 4.064 -2.612 0.129 0.04 0.09 0.16 0.013
H 5.491 -0.916 -2.183 -0.41 -1.05 0.58 0.126
H 6.795 -3.088 -1.783 -0.14 -0.46 -0.31 0.111
H 5.733 -3.088 -3.282 0.20 0.07 1.29 0.128
H 5.576 -5.123 -1.563 -0.57 0.21 -0.28 0.112
H 4.001 -4.425 -2.179 0.75 0.21 0.15 0.121
H 5.386 -4.198 0.519 -0.30 0.18 -0.34 0.119
H 3.722 -4.732 0.155 0.98 1.30 -0.41 0.137
H 3.891 -2.335 1.097 -0.46 -0.52 -0.29 0.090
Se 2.668 3.081 2.436 0.17 -0.90 -0.03 0.342
C 1.718 4.664 2.136 0.74 0.79 -0.53 -0.798
C 0.473 4.915 2.698 -0.28 -1.12 1.08 -0.177
C -0.132 6.150 2.629 -0.50 0.65 0.26 -0.129
C 0.512 7.191 1.962 -0.57 0.29 0.43 -0.155
C 1.749 6.962 1.380 0.54 0.30 -0.95 -0.146
C 2.344 5.711 1.417 -0.44 -0.41 0.49 -0.174
H 0.083 4.092 3.329 -0.14 0.65 -0.55 0.096
H -1.087 6.365 3.154 0.68 -0.36 -0.47 0.101
H 0.028 8.171 1.976 0.32 -0.17 -0.24 0.079
H 2.264 7.751 0.813 -0.29 -0.16 0.36 0.087
H 3.315 5.491 0.973 -0.26 0.29 0.04 0.074
F -9.987 1.358 0.165 2.92 1.10 -0.77 0.019
C -8.586 1.626 0.071 0.67 0.08 0.33 -0.091
C -7.681 1.370 -0.972 -1.07 -2.73 -0.45 -0.119
F -8.189 1.052 -2.211 0.42 -0.15 0.93 0.042
C -6.345 0.923 -0.649 0.01 -0.28 -0.26 -0.226
F -5.824 -0.081 -1.486 -0.70 2.00 0.78 -0.007
C -5.635 1.336 0.489 0.14 0.71 0.47 -0.544
Se -3.741 0.917 0.842 -1.79 0.38 -0.42 0.541
C -6.468 2.200 1.342 -0.18 -1.17 -2.63 -0.247
F -5.952 3.205 2.070 -0.21 -1.00 0.27 0.068
C -7.848 2.140 1.155 -0.83 2.13 2.56 -0.129
F -8.573 2.958 2.067 0.49 -1.12 -0.99 -0.005